A molecular structure, C27H46BrNOP2SZn in a non-equilibrium geometry, computed with wB97M-V/def2-TZVPD.

Geometry as XYZ:
```
80
Properties=species:S:1:pos:R:3:forces:R:3:lowdin_charge:R:1
C -0.39945 -3.29559 -0.56553 0.1 0.1 0.1 -0.226
H -4.09643 0.04575 0.38166 0.1 0.0 0.1 0.072
H 2.12957 -4.41116 -0.96816 0.2 0.2 -0.1 0.070
C 4.45016 0.16651 -2.54386 0.2 1.0 -0.3 0.016
P -1.33186 1.43143 0.04776 -2.3 -0.1 -1.8 0.949
H 2.82368 -0.03977 4.56842 -0.2 0.1 -0.1 0.076
H -0.24014 -4.37716 -0.65576 -0.1 0.3 0.0 0.072
C -1.20763 4.36149 -3.57264 1.4 -0.2 -0.1 -0.734
H -1.75847 1.36803 -2.26841 -0.6 -0.1 0.1 0.037
H 0.27539 1.29049 -3.47662 -0.2 0.4 0.0 0.126
Zn 0.74357 1.07967 -0.32396 0.6 -2.6 2.8 0.449
H 3.62101 1.91465 3.01190 0.1 -0.3 -0.3 0.096
H 3.96750 -0.79971 -2.69957 0.1 0.3 0.1 0.114
H -1.71047 -0.84664 0.30854 0.0 0.5 0.1 0.059
C 3.28692 1.59383 2.01071 0.1 0.3 0.4 -0.385
C -3.59698 2.08196 -1.31618 -0.5 0.2 -0.2 -0.137
C -1.31860 3.33892 0.09433 0.2 0.2 0.6 -0.335
H -3.83242 2.26577 -0.26110 -0.3 0.0 -0.3 0.057
H -3.69923 -1.04616 1.70628 -0.2 0.0 0.0 0.088
H -1.61821 2.45424 -4.58605 -0.2 0.3 0.2 0.124
C 5.71177 0.42636 -3.10645 -0.3 0.1 0.5 -0.092
C -0.98724 3.01605 -3.90348 0.9 0.0 0.3 -0.109
H 6.20645 -0.36737 -3.66963 0.1 0.3 0.2 0.122
C 2.35661 1.16835 -1.72206 -0.7 2.2 -0.9 -0.096
H 5.03834 0.38161 1.64582 -0.3 -0.1 0.0 0.094
H 6.23749 3.57502 -2.35896 -0.1 -0.3 0.1 0.124
C 2.29067 -3.33085 -1.05497 -0.2 0.1 0.3 -0.222
H -3.33701 3.04960 -1.76247 -0.3 -0.2 0.0 0.060
H 3.57432 2.41577 1.33212 -0.2 -0.2 0.2 0.075
O 1.08087 -1.07746 -0.33585 -0.1 -0.3 0.0 -0.637
H -0.32983 6.19578 -2.78964 0.0 -0.2 -0.2 0.119
H -0.59788 -2.82370 -1.53315 0.0 -0.2 0.1 0.072
C 3.94735 0.28799 1.54535 0.2 0.0 0.0 -0.125
H -4.49374 1.67855 -1.81488 0.4 0.2 0.1 0.102
C 1.74210 0.12911 4.62172 -0.1 0.0 0.0 -0.116
C 5.71903 2.61418 -2.37146 -0.2 -0.4 0.6 -0.095
H 1.31050 -0.68634 5.21969 0.2 0.3 -0.1 0.089
H -1.23670 -3.12175 0.12308 0.4 0.0 -0.1 0.056
H 4.00964 3.34976 -1.28743 0.2 -0.3 -0.2 0.109
H -0.34381 3.60672 0.53898 -0.3 -0.3 -0.1 0.037
C 0.82848 2.99801 2.87583 -0.2 -0.2 0.1 -0.376
H -3.29523 4.31524 0.13091 0.3 -0.1 0.3 0.069
H -3.76595 0.68641 2.01066 -0.1 0.0 0.0 0.087
C 0.91729 3.06980 -2.42402 -1.2 0.0 0.3 -0.255
H 1.26611 -0.82143 2.71613 -0.1 0.3 0.2 0.063
H -2.01858 5.23865 0.91859 0.0 -0.5 -0.1 0.093
H 1.05430 5.12894 3.08362 0.2 -0.2 -0.2 0.091
N 6.33739 1.60878 -2.99995 -0.5 -0.4 -0.4 0.094
S 1.11958 -2.55692 0.08662 0.0 0.5 -0.4 0.916
C 1.56960 4.30127 2.57463 0.1 0.2 0.1 -0.128
C -3.48181 -0.06676 1.27802 -0.1 -0.2 0.2 -0.116
Br -2.71067 5.21190 -4.18861 -0.9 0.5 -0.3 0.870
C 0.87849 4.47345 -2.36711 -0.3 -0.4 0.1 -0.021
P 1.46106 1.47415 2.05506 0.4 -0.1 -0.2 0.944
C 0.10500 2.36048 -3.32444 -0.3 0.7 0.3 -0.038
H 1.56920 1.05997 5.17425 0.0 -0.2 -0.1 0.072
H 2.09223 -2.96669 -2.06946 0.0 -0.1 0.2 0.071
C 1.67553 2.40211 -1.38076 2.8 -1.0 -2.5 -0.244
H 1.84324 0.36022 -2.28820 0.3 0.8 0.2 0.126
H -1.20117 3.61581 -0.97472 -0.2 -0.6 0.4 0.066
C -0.21613 5.12185 -2.90642 -0.2 -0.3 -0.3 -0.094
H 3.61782 -0.57881 2.13752 0.1 0.3 -0.2 0.072
C -2.40411 1.14787 -1.40975 0.4 -0.1 -0.6 -0.376
C 4.47247 2.48082 -1.75299 0.1 -0.6 -0.9 0.019
H 2.60441 4.28397 2.94606 -0.3 0.0 -0.2 0.080
H -0.22433 3.08453 2.56861 0.2 0.0 0.2 0.056
H 0.82056 2.78533 3.95465 0.0 0.2 -0.2 0.086
C -2.39869 4.21278 0.75318 0.0 0.1 0.1 -0.112
H 2.14099 3.05071 -0.63547 0.3 -0.1 -0.5 0.097
H -1.39081 -0.17883 1.90416 -0.3 0.0 -0.1 0.054
H 1.59192 4.55047 1.50193 0.0 -0.1 0.2 0.063
C 1.06099 0.12733 3.24236 -0.1 -0.3 0.0 -0.392
H 1.71023 4.98597 -1.87379 -0.6 0.1 0.1 0.133
H -2.72112 0.09775 -1.51713 0.3 0.3 0.3 0.098
H 3.30485 -3.07128 -0.72484 -0.3 -0.1 -0.1 0.065
H 3.73120 0.09381 0.48246 0.0 0.0 0.4 0.044
H -0.03367 0.16266 3.38768 0.4 0.0 -0.1 0.072
C 3.77592 1.25037 -1.92915 1.7 -0.6 1.0 -0.219
C -1.99399 -0.02959 0.99842 0.4 0.6 0.8 -0.362
H -2.67528 3.79918 1.72970 -0.1 0.2 -0.2 0.079
```
Forces are in eV/Å.

Calculated total energy: -180139.573 eV
LUMO energy (spin up / spin down): -7.45 / -7.46 eV
HOMO level (spin up / spin down): -13.4 / -13.4 eV
Spin multiplicity: 1
Max |F|: 0.076 Eh/bohr
Frontier orbital gap (spin up / spin down): 5.95 / 5.94 eV
Net charge: +2